Entry from the OMol25 dataset: C5H7ClOS in the gas phase in a non-equilibrium geometry (ωB97M-V/def2-TZVPD).

XYZ file:
```
15
Properties=species:S:1:pos:R:3:forces:R:3:mulliken_charge:R:1
C 2.076428 -1.096233 -0.288623 0.96 0.53 -1.52 -1.10
C 0.525387 -0.910651 -0.314519 0.29 0.96 1.29 0.54
Cl -0.062959 -2.375269 -0.954933 -1.01 -0.49 -0.32 -0.19
C -0.312124 0.137503 0.090365 1.68 -2.96 -0.69 0.63
C 0.394060 1.302707 0.506741 1.74 1.36 -1.70 -0.37
S -0.285476 2.684113 0.960863 -0.35 0.76 0.62 -0.28
C -1.822494 0.188744 -0.070193 -0.37 -0.12 0.09 -0.81
O -2.534540 0.429655 1.179065 0.02 1.37 -1.10 -0.53
H 2.355391 -1.129171 -1.462518 -0.31 0.10 2.75 0.29
H 2.434871 -2.083542 0.155162 -1.06 1.15 -0.65 0.33
H 2.715488 -0.319353 0.236037 -1.14 -0.63 -0.80 0.31
H 1.472872 1.424285 0.123785 -1.42 -0.74 1.15 0.15
H -1.958216 1.020467 -0.757154 -0.31 0.32 -0.01 0.36
H -2.241862 -0.692703 -0.629647 0.50 0.57 1.05 0.36
H -2.756827 1.419447 1.225568 0.79 -2.17 -0.17 0.33
```
Forces are in eV/Å.

The calculation puts the energy relative to the best compared isomer or geometry (same formula, charge and spin) at 183.2 kJ/mol. The calculation puts the LUMO energy at -0.033 hartree. As for the frontier orbital gap: 0.28655 Ha. As for the charge: 0. The structure (SMILES) is C/C(Cl)=C(\C=S)CO.



Entry from the OMol25 dataset: 8 unconnected molecules or ions with the total composition C17H53N3O8 in a non-equilibrium geometry (ωB97M-V/def2-TZVPD).

XYZ file:
```
81
Properties=species:S:1:pos:R:3:forces:R:3:mulliken_charge:R:1
C -1.890170 -0.080988 -1.756922 1.13 1.16 -0.10 0.14
O -3.193213 -0.495681 -1.467605 -0.21 0.00 -0.27 -0.37
C -3.683438 -1.548609 -2.275765 0.31 -0.48 0.09 -0.55
C -3.645927 -1.293577 -3.773603 -0.71 0.55 -0.38 0.59
C -4.532430 -0.093356 -4.104423 -0.17 0.13 0.17 -1.35
N -4.182209 -2.464818 -4.474294 0.54 -0.60 -0.16 -0.75
H -1.077034 -0.762669 -1.480328 -0.33 -0.44 0.08 0.12
H -1.694344 0.856523 -1.227695 -0.27 -0.18 0.38 -0.45
H -1.693736 0.219797 -2.792628 -0.40 -0.36 -0.17 0.33
H -3.122307 -2.472133 -2.061679 0.02 0.00 -0.08 0.10
H -4.715029 -1.714521 -1.966294 -0.04 0.01 -0.03 0.33
H -2.621239 -1.083205 -4.096643 -0.01 0.06 0.10 0.31
H -5.591159 -0.271993 -3.895467 0.10 -0.46 0.08 0.35
H -4.487401 0.158173 -5.165740 0.25 0.23 0.08 0.42
H -4.280965 0.751826 -3.460238 0.27 0.13 -0.35 0.21
H -4.228136 -2.275172 -5.472719 -0.24 0.27 0.12 0.27
H -3.489786 -3.215732 -4.445299 -0.22 0.03 0.29 0.26
C -2.145088 -2.645892 0.801810 -0.38 0.24 -0.21 -0.94
O -0.790664 -2.839405 0.476399 1.12 -0.02 0.14 -0.14
C -0.433773 -4.154116 0.031185 -0.74 -0.28 -0.46 -1.08
C 0.960333 -4.600628 0.464562 -0.24 0.81 1.69 0.23
C 1.066545 -4.567227 2.012272 0.03 -0.80 0.27 -1.33
N 2.018011 -3.762811 -0.115898 -0.58 -0.61 -0.18 -0.47
H -2.271213 -1.660568 1.252646 0.28 0.02 -0.02 0.22
H -2.495181 -3.383024 1.529154 -0.03 -0.17 -0.15 0.42
H -2.751115 -2.633088 -0.109439 -0.11 -0.29 0.29 0.21
H -1.218747 -4.813655 0.418217 0.34 -0.32 0.15 0.60
H -0.512347 -4.219774 -1.059614 0.09 0.27 -0.05 0.30
H 1.116748 -5.644668 0.191140 -0.16 0.09 -0.48 0.41
H 0.463238 -5.334021 2.517083 -0.26 0.13 -0.30 0.40
H 0.809985 -3.609862 2.463859 0.05 0.16 -0.25 0.21
H 2.083675 -4.836007 2.311200 0.09 0.26 -0.10 0.40
H 1.950162 -2.855548 0.325359 0.27 0.24 0.18 0.13
H 2.886009 -4.186156 0.188750 0.24 0.30 -0.17 0.28
C -2.394989 3.958780 -1.268725 0.49 -1.01 -0.09 -0.51
O -1.740885 3.414985 -0.129030 -0.04 0.57 0.12 -0.08
C -1.167948 4.364551 0.762865 0.42 -0.20 -0.80 -0.69
C 0.119316 5.010479 0.204968 -0.29 0.06 0.72 0.48
C 1.168467 3.950469 -0.028829 -0.24 -0.80 -0.96 -1.00
N 0.493933 6.033597 1.180151 0.74 0.62 0.51 -0.77
H -1.764833 4.618739 -1.866157 0.10 0.26 0.20 0.31
H -3.347038 4.437904 -1.036774 -0.01 0.04 0.13 0.29
H -2.537379 3.064227 -1.877689 -0.49 0.23 -0.19 -0.02
H -1.871122 5.160185 1.024489 -0.08 -0.12 0.14 0.36
H -0.878557 3.762478 1.628442 -0.19 0.25 0.23 0.12
H -0.118702 5.557401 -0.706785 0.00 -0.10 -0.17 0.31
H 2.031881 4.282531 -0.608024 0.27 0.34 0.62 0.43
H 0.789353 3.150170 -0.679798 -0.32 0.08 0.20 0.15
H 1.406088 3.463528 0.918375 0.44 0.20 -0.01 0.16
H 0.719609 5.671437 2.106034 -0.48 -0.46 -0.15 0.25
H 1.377568 6.488542 0.953652 -0.30 0.00 -0.50 0.26
C 2.860642 -0.503762 -2.526702 -0.16 -0.29 1.20 -0.26
O 2.093298 -1.701368 -2.473493 0.00 0.18 -0.47 -0.58
H 3.827727 -0.661910 -2.039410 0.15 0.06 -0.27 0.16
H 3.015049 -0.176439 -3.548828 -0.16 -0.08 -0.09 0.36
H 2.352160 0.257119 -1.924035 0.08 0.32 -0.36 -0.07
H 1.892389 -1.864635 -1.544661 0.04 -0.16 -0.15 0.26
C 0.676339 0.402703 1.147011 -1.14 0.88 -0.52 -0.11
O 1.099795 -0.826744 0.626893 0.24 -0.69 -0.10 0.11
H -0.139595 0.829819 0.545484 -0.05 -0.14 -0.02 0.05
H 0.286086 0.367054 2.163858 0.32 -0.28 0.19 -0.02
H 1.443432 1.172208 1.077918 0.46 -0.42 0.14 0.10
H 0.353297 -1.467391 0.557331 0.24 0.55 0.16 0.21
C 5.299544 1.009101 -0.290809 0.10 -0.41 0.56 -0.35
O 5.106321 1.702072 -1.507105 -0.06 0.12 0.17 -0.48
H 4.364241 0.558337 0.045608 -0.11 0.02 -0.41 -0.10
H 6.033572 0.205564 -0.414215 -0.05 -0.01 0.09 0.36
H 5.611528 1.637066 0.553371 0.16 0.24 -0.29 0.30
H 5.976493 1.946646 -1.832858 -0.06 0.08 -0.08 0.28
C -1.236114 0.991074 4.339730 0.32 -0.03 -0.10 -0.31
O -0.772972 1.279423 5.650417 -0.34 -0.16 0.05 -0.55
H -2.301067 1.185523 4.176553 0.02 0.10 0.21 0.33
H -0.658106 1.640540 3.682795 -0.13 -0.07 -0.07 0.08
H -1.034814 -0.052157 4.068356 0.01 0.07 -0.05 0.13
H -1.183361 0.652149 6.254585 0.05 0.11 0.02 0.30
C 3.055653 -0.725726 3.806613 -0.50 -0.48 -2.47 -0.51
O 3.933826 0.260541 4.273948 -0.29 0.34 0.93 -0.53
H 3.507314 -1.706877 3.648464 0.15 -0.10 0.57 0.34
H 2.084633 -0.844034 4.286423 0.48 0.34 1.07 0.25
H 2.720895 -0.467472 2.787891 0.19 0.10 -0.02 0.10
H 4.838976 0.044153 4.050358 -0.02 -0.21 -0.10 0.30
```
Forces are in eV/Å.

The calculation puts the energy relative to the best compared isomer or geometry (same formula, charge and spin) at 75.9 kJ/mol. The calculation puts the LUMO energy at 0.022 hartree. As for the frontier orbital gap: 0.36341 Ha. As for the charge: 0. The structure (SMILES) is COC[C@H](C)N.COC[C@H](C)N.COC[C@H](C)N.CO.CO.CO.CO.CO.



Entry from the OMol25 dataset: a molecular structure, C29H41F5IrP2S in a non-equilibrium geometry (ωB97M-V/def2-TZVPD).

XYZ file:
```
79
Properties=species:S:1:pos:R:3:forces:R:3:mulliken_charge:R:1
Ir -1.004442 -1.731703 -4.045645 -1.18 -4.15 4.09 0.88
C -0.777923 -2.095476 1.792499 0.27 -2.84 2.72 0.77
C 0.538075 -1.994281 1.080043 -0.60 1.81 -1.44 -0.10
C 0.515305 -0.557627 2.962386 0.68 -1.18 0.72 0.44
C -0.692715 -1.235495 2.957246 0.55 -0.84 0.02 0.32
C 1.487944 -1.043428 1.878402 -0.32 -0.34 0.32 1.52
C -1.782810 -3.227831 1.637919 0.24 0.22 -0.23 -1.52
H -1.581137 -3.812077 0.733816 -0.12 0.19 0.16 0.38
H -2.805438 -2.837574 1.568423 0.21 -0.13 0.04 0.38
H -1.746116 -3.925706 2.492975 0.11 0.39 -0.21 0.37
C -1.787918 -1.096747 3.939385 -0.45 0.21 -0.07 -1.92
H -2.677827 -1.643714 3.600103 0.26 0.16 0.22 0.41
H -2.053793 -0.035147 4.047470 0.05 -0.28 0.25 0.22
H -1.472965 -1.512361 4.908154 -0.11 0.22 -0.17 0.42
C 0.906716 0.326547 4.056692 0.21 0.55 0.53 -1.72
H 0.741448 -0.211543 5.003824 0.11 0.40 -0.09 0.56
H 0.269387 1.226672 4.050746 0.27 -0.21 0.26 -0.01
H 1.959587 0.620900 3.988805 -0.25 -0.02 0.21 0.39
C 2.699449 -1.821485 2.344641 -0.07 -0.33 0.32 -1.77
H 2.321277 -2.707290 2.870672 0.43 0.15 0.08 0.51
H 3.291255 -1.198866 3.012907 0.29 -0.24 0.10 0.41
H 3.290196 -2.154299 1.478148 -0.06 0.11 0.40 0.42
C 1.007412 -3.083520 0.151114 0.07 0.10 0.27 -1.26
H 1.434700 -3.837326 0.825737 0.04 -0.13 -0.42 0.36
H 1.770702 -2.750543 -0.559890 -0.16 -0.10 0.19 0.17
H 0.184241 -3.535902 -0.417337 0.29 0.23 0.28 0.13
C -1.749686 0.122695 -3.959335 -0.87 1.86 -1.48 -0.02
C -2.362239 -0.781808 -5.007670 -1.93 2.86 1.26 -0.86
C -1.643715 -0.967571 -6.335971 -0.23 -0.03 -0.47 -0.90
C -0.086479 -1.511165 -6.362063 0.26 -0.03 -0.46 -0.95
C 0.616583 -1.869106 -5.064467 3.50 0.87 1.08 -0.83
C 0.762572 -0.809174 -3.991151 1.72 0.94 -1.88 0.29
C 0.689349 0.679432 -4.405775 1.15 -0.34 -0.02 -0.75
C -0.730056 1.200470 -4.402905 -1.09 0.64 0.20 -1.00
H -1.702724 -0.035627 -6.902293 0.23 -0.09 -0.09 0.41
H 0.533830 -0.805474 -6.930084 -0.33 -0.02 0.05 0.38
H -2.194156 -1.738067 -6.879193 -0.03 0.29 -0.06 0.37
H -1.055175 1.596571 -5.384528 0.34 -0.15 0.37 0.33
H -2.295026 0.422014 -3.030370 -0.01 -0.51 -1.03 0.62
H -3.453014 -0.956493 -4.862258 0.89 -0.28 -0.66 0.47
H -0.792758 2.060388 -3.707934 -0.14 -0.33 -0.33 0.36
H 1.308009 1.258557 -3.695103 -0.17 -0.13 -0.29 0.31
H 1.414014 -0.951343 -3.102789 -0.28 -0.46 -0.72 0.05
H 1.183026 0.800339 -5.392085 -0.28 0.04 0.46 0.38
H -0.128455 -2.448746 -6.914707 0.04 0.19 -0.22 0.40
H 1.382045 -2.677663 -5.017515 -0.98 0.30 -0.43 0.46
P -0.587634 -0.537046 0.774769 -2.20 3.51 -3.21 0.02
C -2.294519 -0.225690 0.138977 0.41 -0.64 -1.23 -0.39
C -1.572570 -3.075099 -2.645027 -0.74 -1.40 0.33 -1.08
P 2.076832 0.458692 0.854848 -2.70 -0.36 -1.00 1.17
C 0.418921 0.954880 0.193395 1.13 -0.28 -1.32 -0.23
C 3.185222 -0.087091 -0.461936 0.49 0.21 0.16 -1.13
C 2.597993 1.931129 1.706461 0.74 -0.20 0.41 -1.15
H -2.531081 0.838180 0.299128 0.42 -0.26 -0.26 0.38
H -3.087478 -0.794280 0.660466 0.63 -0.01 -0.47 0.47
H -2.201787 -0.471915 -0.968779 -0.74 0.35 1.24 -0.25
H -2.098293 -3.849808 -3.267269 0.22 0.30 0.93 0.45
H -2.235869 -2.667888 -1.864024 -0.03 -0.19 -0.29 0.25
H -0.708787 -3.536434 -2.154155 -0.10 -0.13 -0.17 0.24
H 2.998987 2.596665 0.921554 -0.03 -0.15 0.44 0.48
H 3.367896 1.647729 2.440480 -0.11 0.61 -0.18 0.47
H 1.716502 2.399420 2.174493 0.46 -0.27 -0.09 0.25
H 0.008591 1.938388 0.593101 0.52 -1.35 -0.44 0.29
H 0.531862 0.968279 -0.925323 -0.39 0.19 0.78 0.28
H 4.121264 -0.447972 -0.001757 -0.27 0.14 -0.24 0.43
H 3.418042 0.788782 -1.087954 -0.04 -0.28 0.16 0.48
H 2.771182 -0.883675 -1.102010 -0.07 0.38 0.42 0.13
F 0.803446 6.710803 5.499922 -0.67 -1.32 -0.94 -0.23
C 0.259872 5.697731 4.797231 0.51 1.14 0.82 0.63
C 0.410067 5.654119 3.410185 0.25 0.09 -1.23 0.08
F 1.117497 6.609085 2.772794 -0.64 -0.90 0.65 -0.25
C -0.153659 4.596955 2.692983 0.55 0.44 -0.40 -0.06
F 0.091876 4.487595 1.363276 -0.25 0.31 1.11 -0.33
C -0.915585 3.578017 3.319063 0.20 0.18 0.24 0.61
S -1.674243 2.344488 2.453231 -0.06 0.16 0.09 -0.07
C -0.995266 3.645272 4.733923 -0.18 -0.31 0.84 0.29
F -1.603421 2.631977 5.392914 0.52 1.10 -0.54 -0.32
C -0.430352 4.687271 5.465626 -0.51 -0.75 0.83 0.06
F -0.536068 4.699039 6.808384 0.16 0.10 -1.28 -0.24
```
Forces are in eV/Å.

The calculation puts the energy relative to the best compared isomer or geometry (same formula, charge and spin) at 314.9 kJ/mol. The calculation puts the LUMO energy (alpha / beta) at -0.194 / -0.303 hartree. As for the expectation value of S²: 8.795. As for the spin multiplicity: 6. As for the frontier orbital gap (alpha / beta): 0.18989 / 0.15928 Ha. As for the charge: +2.



no.,energy (Eh)
1,-1128.25847
2,-1445.51268
3,-2813.16840